Entry 1:
{"formula": "C27H45Cl3FN2O6PPbS", "method": "ωB97M-V with the def2-TZVPD basis set", "total_charge": 2, "homo_lumo_gap_ev": 3.215, "max_force_ev_per_a": 11.47, "total_energy_ev": -109610.134, "symbols": ["H", "O", "H", "H", "C", "H", "C", "H", "C", "H", "H", "C", "C", "H", "O", "C", "C", "C", "Pb", "C", "H", "F", "H", "H", "H", "H", "H", "H", "H", "H", "C", "H", "C", "C", "H", "H", "C", "H", "H", "P", "H", "C", "H", "C", "C", "H", "H", "O", "H", "N", "C", "N", "H", "Cl", "C", "S", "H", "C", "H", "Cl", "H", "H", "H", "H", "O", "C", "C", "H", "C", "O", "C", "H", "H", "H", "H", "H", "H", "H", "C", "C", "O", "H", "H", "C", "C", "Cl", "H"], "coordinates": [[-5.414, -4.670, 1.758], [-0.047, -0.996, -3.318], [5.651, -3.291, 3.856], [-1.703, -0.217, 0.169], [-4.329, 2.748, 2.100], [4.475, 0.228, -0.548], [-4.256, 0.040, -2.245], [-5.837, 3.645, 3.677], [-6.486, -2.307, -1.176], [2.314, 1.988, -3.764], [7.303, -0.583, 1.587], [-6.832, -3.364, 0.040], [-3.944, -1.542, -1.958], [-6.609, 2.729, 2.200], [2.505, -0.950, -3.873], [3.895, 2.685, -1.528], [1.513, 1.548, -1.558], [-1.528, 0.837, 0.704], [-6.917, -0.393, -2.468], [6.256, -0.760, 2.086], [-0.161, -2.266, 0.817], [-0.111, 2.870, 0.824], [4.040, 1.757, -2.254], [-2.679, 1.429, -3.150], [4.437, -4.043, 2.598], [6.723, -2.961, 1.559], [-7.917, -3.742, 0.353], [4.032, -2.334, 3.363], [4.107, 0.026, 2.115], [-2.144, 2.957, -1.359], [-2.854, 0.916, -2.084], [-3.207, -3.254, 0.247], [-4.356, -3.122, -0.014], [1.195, 0.787, 1.294], [-3.983, 2.643, -1.090], [-5.744, 1.693, 3.575], [1.380, 1.511, -3.229], [1.035, 0.856, 2.476], [5.162, -2.351, 0.696], [-1.778, 0.404, 2.592], [1.938, 3.872, -1.899], [4.923, -3.019, 2.966], [0.468, 2.230, -3.472], [1.533, -2.924, -0.556], [0.651, -1.693, 0.156], [-4.589, 0.115, -3.389], [2.224, 3.311, -0.114], [-0.822, -1.025, 3.013], [-5.156, 0.475, -1.633], [-2.624, 1.820, 0.423], [0.009, 1.423, 0.394], [-4.976, -2.262, -1.112], [2.679, -0.673, 0.366], [-5.005, 0.126, 1.175], [2.272, 2.960, -1.229], [1.145, -0.214, -3.920], [-7.168, -1.732, -1.934], [-2.918, 2.122, -0.998], [2.019, -3.119, -2.501], [-3.299, 4.329, 2.228], [0.056, -1.196, -0.718], [0.839, -0.045, -5.309], [4.370, 3.676, -1.990], [6.269, 0.737, -0.227], [1.239, -3.382, -1.931], [4.721, 2.456, -0.091], [1.663, -0.736, 0.987], [4.118, 2.820, 0.845], [-5.714, 2.704, 2.985], [2.497, -3.556, 0.123], [5.148, 0.418, 1.732], [-1.976, 0.151, -1.961], [-2.893, -1.767, -1.486], [2.279, 0.686, -1.314], [1.975, -1.243, 2.019], [6.449, -0.742, 3.261], [-1.479, -1.796, 2.931], [2.161, 1.472, 1.128], [-3.888, 1.601, 1.208], [5.762, -2.281, 1.725], [0.169, 1.384, -1.051], [5.740, 3.078, -0.079], [-3.959, -2.099, -3.014], [5.148, 0.879, 0.154], [-5.500, -3.925, 0.842], [-1.140, 2.077, 3.811], [5.454, 1.355, 2.388]], "forces_ev_per_a": [[-0.255, 1.837, -2.289], [3.072, 3.096, -1.628], [-1.503, 0.786, -1.814], [0.560, 2.074, 1.044], [0.361, -2.715, -1.720], [1.200, 0.876, 1.471], [0.698, -0.899, -1.189], [0.555, -2.049, -1.404], [2.643, -3.675, 5.066], [-1.703, -1.312, 1.172], [-2.146, -0.046, 0.778], [2.355, -0.571, 0.826], [-0.388, -0.799, -1.629], [1.880, -0.148, 1.731], [-4.285, 2.692, 0.045], [0.326, 0.959, 0.892], [1.972, 0.551, -1.858], [1.759, -0.305, 0.149], [0.953, 9.603, -3.767], [-0.202, -0.504, 0.610], [1.924, 1.329, -1.142], [0.441, -2.999, -1.067], [-0.129, 2.032, 1.509], [-0.390, -1.103, 2.416], [1.083, 2.305, 0.682], [-1.982, 1.523, 0.319], [2.530, 1.190, -1.029], [1.974, -1.402, -0.781], [1.896, 0.894, -0.843], [-1.519, -1.988, 0.761], [-0.052, 0.676, -1.299], [-2.544, 0.828, -1.235], [-4.969, -0.814, 0.579], [1.270, 0.427, 0.578], [2.241, -1.127, 0.438], [0.062, 2.049, -1.050], [-0.598, 1.831, 0.728], [-0.297, 0.170, -2.838], [1.106, 0.335, 2.325], [-0.626, -1.165, 1.267], [0.259, -2.050, 1.265], [-0.271, -0.107, -0.427], [1.628, -1.847, 0.241], [4.604, -3.398, 2.425], [-0.275, -1.771, -1.014], [0.770, -0.065, 1.919], [-0.353, -0.888, -2.175], [-1.675, 1.016, -1.327], [2.029, -0.209, 0.194], [-2.297, -2.073, 0.366], [-1.141, 0.974, 0.417], [1.695, -2.306, 2.984], [-2.273, -0.275, 1.287], [1.143, 1.325, -0.341], [1.435, 0.109, -0.271], [1.010, -4.108, 0.977], [-0.132, -10.565, 4.460], [0.250, 1.407, -1.612], [-0.970, -0.449, 0.922], [-1.831, -2.934, -0.433], [1.386, -0.621, 1.550], [0.312, 0.176, 1.530], [-1.185, -2.342, 0.682], [-2.483, 0.265, 0.695], [1.086, 2.056, 2.667], [0.851, -0.525, 0.100], [1.087, -0.465, -0.179], [0.877, -0.560, -1.885], [0.281, 0.198, -1.132], [-6.105, 4.293, -4.168], [0.796, -0.068, 0.342], [-1.630, 1.539, -0.121], [-2.190, 0.856, -0.878], [-1.865, 1.443, 0.035], [-0.878, 1.000, -2.405], [-0.435, 0.042, -2.483], [1.287, 1.801, 0.434], [-2.239, -1.414, 0.239], [0.190, 5.650, 2.980], [0.330, -0.968, 0.086], [0.949, 0.061, 2.067], [-2.389, -1.230, -0.169], [0.280, 1.204, 2.194], [0.682, 0.123, -0.151], [-1.206, 4.819, -5.886], [0.100, -1.746, -1.412], [-0.765, -1.814, -1.398]]}

=====

Entry 2:
{"formula": "C27H46AlFNO17S", "method": "ωB97M-V with the def2-TZVPD basis set", "total_charge": -1, "homo_lumo_gap_ev": 7.601, "relative_energy_kcal_mol": 134.48, "max_force_ev_per_a": 8.55, "total_energy_ev": -85186.817, "symbols": ["C", "H", "O", "O", "H", "H", "O", "H", "H", "C", "C", "C", "O", "C", "H", "O", "F", "H", "C", "O", "H", "H", "H", "H", "H", "Al", "H", "H", "C", "H", "O", "H", "H", "C", "H", "C", "S", "O", "C", "H", "C", "H", "C", "O", "H", "H", "H", "C", "H", "C", "H", "H", "C", "O", "H", "N", "H", "C", "C", "H", "H", "C", "O", "H", "O", "H", "C", "H", "C", "H", "C", "H", "C", "O", "C", "C", "H", "H", "H", "O", "H", "O", "H", "H", "H", "C", "H", "H", "H", "C", "O", "O", "C", "H"], "coordinates": [[-3.835, -1.745, 2.612], [2.790, 1.655, 2.095], [-1.370, 0.306, -4.506], [6.649, -3.489, -1.710], [0.729, 2.075, 3.314], [3.676, -1.066, 0.919], [-1.942, 5.005, 2.122], [-0.940, 1.625, -2.396], [5.176, 3.379, -3.704], [3.377, 1.153, -0.763], [8.276, -2.775, -3.143], [-2.692, -1.266, -2.930], [6.391, 0.202, -5.534], [-0.754, 0.067, 0.623], [1.153, 1.662, -0.779], [-3.495, 2.035, 0.285], [-5.468, 0.470, 1.041], [-3.495, 5.646, -0.119], [-3.718, 5.816, 0.940], [-6.418, -2.142, 4.861], [-6.909, -1.491, 6.767], [6.398, -3.672, -3.736], [1.921, -2.696, 0.898], [-3.333, 3.717, 1.285], [-3.730, -2.204, 3.683], [-2.519, -0.966, 0.175], [-0.908, -2.000, -1.715], [7.563, -4.812, -3.018], [-8.527, -1.411, 5.336], [2.239, 3.045, -0.095], [7.818, -1.680, -2.372], [8.423, -2.480, -4.186], [-4.454, -4.956, -0.345], [-3.282, 4.678, 1.805], [-2.421, -1.988, -3.842], [-0.682, 0.573, 2.180], [-4.137, 0.631, -0.048], [-4.742, 0.767, -1.467], [2.051, 1.878, -0.057], [0.054, 2.704, 1.582], [-1.823, 6.359, 1.989], [-0.248, -0.257, 2.921], [-3.311, -3.579, 1.080], [-8.458, -1.788, 3.974], [-1.687, 1.036, 2.588], [-0.812, 1.046, -0.055], [6.574, 4.281, -4.340], [0.467, 1.788, 2.209], [-3.859, 4.612, 2.733], [1.855, 1.304, 1.474], [9.231, -3.121, -2.733], [0.170, -0.588, 0.293], [7.187, -3.786, -2.985], [-2.933, 6.897, 1.405], [-3.723, -0.570, 2.698], [-2.829, -2.242, 1.596], [-4.784, 6.036, 1.048], [2.593, -2.851, -0.069], [-4.575, -3.844, 0.069], [-4.545, -3.120, -0.866], [4.257, 1.167, 0.019], [3.029, -0.400, -1.277], [6.920, 1.193, -3.542], [1.929, -3.010, -1.034], [-2.659, -4.682, 1.534], [3.238, -3.830, 0.134], [-1.979, 0.180, -3.294], [4.649, -1.822, -0.533], [6.484, 1.198, -4.836], [-6.726, -0.227, 5.525], [3.572, -1.513, -0.170], [-9.102, -0.489, 5.454], [-2.095, -1.992, -1.585], [-6.882, -2.919, 2.760], [6.945, -2.182, -1.450], [6.194, 3.285, -4.095], [8.150, 2.815, -3.299], [1.887, -0.522, -1.531], [-2.399, -3.138, -1.531], [6.168, 2.461, -5.246], [-3.873, -1.222, -2.915], [6.490, -1.545, -0.514], [-5.635, -3.755, 0.566], [3.651, 1.756, -1.741], [3.609, -0.662, -2.286], [-7.222, -2.334, 3.775], [6.826, 2.693, -2.115], [-9.018, -2.211, 5.900], [1.919, 0.112, 1.450], [7.098, 2.545, -3.163], [-0.850, 7.002, 2.347], [-1.911, 1.352, -2.405], [-7.093, -1.240, 5.718], [-4.970, -1.929, 2.291]], "forces_ev_per_a": [[-1.421, 0.960, 0.421], [-1.768, -0.563, -1.189], [-3.607, -0.807, 7.554], [0.138, 0.900, 0.464], [-0.647, -0.251, -2.063], [-0.213, -0.735, -2.339], [0.493, 1.381, -0.058], [-1.755, -0.441, -0.430], [0.096, -0.036, -0.017], [-0.971, -0.159, -0.516], [0.816, 0.045, -0.751], [0.062, -1.047, -0.770], [0.264, 2.121, 1.494], [-0.887, 0.979, 0.153], [1.533, 0.334, 1.675], [-2.119, -5.194, -0.128], [1.501, 0.143, -1.252], [-0.008, -0.031, 0.106], [-0.869, -0.148, -0.678], [-0.508, -0.301, -0.773], [0.120, -0.064, -0.234], [0.082, 0.028, 0.071], [1.063, -0.486, -2.269], [0.140, 0.201, 0.224], [0.119, 0.686, -1.977], [3.671, -2.311, 0.514], [-2.417, 0.053, 0.385], [-0.165, 0.135, 0.171], [-0.895, 0.290, 0.505], [-0.466, -2.294, 0.419], [-0.672, -0.211, 0.725], [-0.065, 0.150, 0.235], [-0.204, 2.497, 1.056], [-0.704, -1.194, -0.020], [-0.485, 2.086, 1.684], [1.936, 0.860, -0.230], [-1.880, 7.548, -3.560], [1.392, -1.522, 4.643], [1.014, -0.360, -0.616], [0.763, -1.699, 1.582], [1.811, 0.808, 0.732], [-1.310, 1.566, -1.664], [3.017, -4.422, 2.924], [0.732, -0.307, -0.283], [1.913, -1.132, -0.882], [0.340, -2.017, 1.453], [-0.098, -0.208, -0.141], [0.055, -0.448, -0.456], [0.040, 0.088, -0.015], [0.168, -0.206, -0.225], [-0.071, 0.008, 0.005], [-1.804, 1.338, 0.784], [-0.257, -0.882, -0.689], [0.917, 0.074, 0.552], [-0.122, -2.313, 0.039], [-2.771, -1.495, -1.457], [0.226, 0.132, -0.005], [0.344, 0.237, 0.769], [0.236, -0.369, -0.683], [-0.029, -1.317, 2.040], [-1.562, -0.137, -1.755], [0.811, -0.195, 0.452], [-0.379, -0.198, -1.014], [1.350, 0.362, 2.057], [-3.886, 6.212, -2.930], [-1.365, 2.084, -0.540], [3.029, 1.080, -5.520], [-2.791, 0.645, 1.094], [-0.198, -1.966, -1.222], [-0.038, -0.087, -0.009], [-0.168, -0.611, -0.606], [0.031, -0.181, -0.194], [0.560, 0.046, -0.807], [-1.042, 1.247, 2.415], [-0.699, 1.323, 1.755], [-0.443, 1.051, 0.148], [-0.071, -0.024, -0.016], [2.124, 0.346, 0.741], [0.453, 2.419, -0.452], [0.283, -0.975, 0.002], [2.485, 0.439, 0.131], [1.744, -1.382, -2.091], [2.274, -0.021, -0.646], [-0.339, -0.961, 2.055], [-1.217, 0.796, 2.088], [0.834, -1.299, -2.231], [0.043, -0.234, -0.161], [0.050, 0.043, -0.036], [-0.255, 2.613, 0.001], [0.475, 0.371, 0.968], [-1.990, -1.211, -0.741], [1.059, -3.224, -1.392], [0.482, 0.549, 0.832], [2.542, 0.401, 0.613]]}